60
Properties=species:S:1:pos:R:3:forces:R:3 method="wB97M-V/def2-TZVPD" e_homo_ha=-0.302 relative_energy_kcal_mol=1.6 homo_lumo_gap_ev=8.962 total_energy_ha=-1532.94585 e_lumo_ev=0.7
O 2.872 0.565 2.088 -0.3 -0.3 0.3
C 3.472 1.170 1.227 0.3 0.5 -0.3
N 4.688 0.767 0.774 0.3 -0.2 -0.2
H 5.111 1.262 0.006 -0.1 0.1 0.1
C 5.254 -0.511 1.131 -0.2 -0.5 0.1
H 4.904 -0.762 2.135 0.1 0.1 -0.1
C 4.818 -1.620 0.168 -0.1 0.5 -0.1
H 3.725 -1.746 0.242 0.1 0.0 0.0
C 5.210 -1.371 -1.304 -0.1 -0.1 0.2
H 6.059 -0.689 -1.357 0.0 0.1 0.0
H 4.383 -0.941 -1.866 0.0 0.1 0.0
C 5.604 -2.765 -1.819 0.0 -0.1 0.2
H 4.993 -3.085 -2.659 0.0 0.0 -0.1
H 6.649 -2.784 -2.124 0.0 0.0 0.0
C 5.385 -3.668 -0.592 -0.1 -0.2 -0.3
H 6.145 -4.442 -0.478 -0.1 0.0 0.0
O 5.460 -2.824 0.532 0.1 0.2 0.2
H 4.393 -4.142 -0.641 0.1 0.0 0.0
H 6.344 -0.444 1.136 0.0 0.0 0.0
C 2.993 2.469 0.581 -0.2 0.2 0.1
C 1.715 2.989 1.244 0.0 -0.3 0.1
C 0.514 2.107 0.908 0.0 0.2 0.2
N 0.344 2.031 -0.533 0.1 0.1 -0.1
C 1.499 1.387 -1.123 0.2 0.2 -0.2
C 2.721 2.278 -0.916 0.0 -0.2 0.0
H 2.514 3.253 -1.360 0.0 0.0 0.0
H 3.583 1.845 -1.428 0.0 0.0 0.0
H 1.323 1.256 -2.195 0.0 0.0 0.1
H 1.697 0.393 -0.682 0.0 0.0 -0.1
C -0.931 1.505 -0.993 -0.3 0.0 0.2
C -1.363 0.155 -0.401 0.1 0.1 -0.4
C -2.675 -0.282 -1.039 0.2 -0.2 0.3
N -3.706 0.708 -0.792 -0.1 0.0 -0.1
C -3.351 1.981 -1.388 0.0 0.2 0.2
C -2.065 2.505 -0.757 0.0 -0.2 -0.4
H -1.802 3.471 -1.187 0.0 0.0 0.0
H -2.238 2.632 0.311 0.0 0.1 0.1
H -4.165 2.687 -1.202 0.0 0.0 -0.1
H -3.219 1.892 -2.484 0.0 0.0 0.0
C -5.017 0.240 -1.202 0.0 0.1 -0.1
C -5.469 -0.879 -0.327 0.0 0.0 0.2
C -5.987 -2.087 -0.676 0.1 0.3 -0.1
C -6.305 -2.896 0.440 -0.1 -0.1 0.2
C -6.017 -2.290 1.618 0.1 0.3 0.1
S -5.356 -0.716 1.393 -0.1 -0.4 -0.4
H -6.148 -2.668 2.612 0.0 -0.1 0.2
H -6.724 -3.883 0.360 -0.1 -0.2 0.0
H -6.140 -2.393 -1.696 0.0 0.0 -0.2
H -5.037 -0.096 -2.256 0.0 0.0 0.1
H -5.714 1.080 -1.104 0.1 -0.1 -0.1
H -3.001 -1.231 -0.606 0.0 0.0 -0.1
H -2.526 -0.438 -2.126 -0.1 0.0 0.0
H -1.513 0.257 0.674 0.0 0.0 0.1
H -0.599 -0.604 -0.578 0.0 0.0 0.0
H -0.827 1.381 -2.080 0.0 0.0 0.1
H -0.380 2.548 1.348 0.0 0.0 0.0
H 0.673 1.115 1.355 -0.1 0.1 0.0
H 1.847 3.010 2.326 0.0 0.1 0.0
H 1.523 4.004 0.890 0.0 0.0 0.0
H 3.795 3.206 0.712 0.0 -0.1 0.0